Here is 2 unconnected molecules or ions with the total composition C3H4N2O2 at a distorted geometry from the OMol25 dataset. Energies are from ωB97M-V/def2-TZVPD.

XYZ file:
```
11
Properties=species:S:1:pos:R:3:lowdin_charge:R:1
C 0.324 -0.420 0.066 -0.40
C -1.791 -0.192 -0.042 -0.22
C 0.207 0.880 -0.036 -0.41
H 1.170 -2.211 0.321 0.16
H 2.331 -1.225 -0.725 0.18
H -2.764 -0.424 -0.173 0.10
H 0.295 2.832 0.713 0.35
N 1.442 -1.137 0.008 0.04
N -0.975 -1.083 0.028 0.15
O -1.258 1.097 -0.087 0.03
O 1.018 1.884 -0.072 0.03
```

Energy above the lowest of the compared OMol25 structures with the same formula, charge and spin, kcal/mol: 138.3
Strongest force on any atom, eV/A: 8.11
Electronic energy, eV: -10246.26736

---

Here is a molecular structure, C23H20Cl2EuN4O2 at a distorted geometry from the OMol25 dataset. Energies are from ωB97M-V/def2-TZVPD.

XYZ file:
```
52
Properties=species:S:1:pos:R:3:lowdin_spin:R:1
Eu -0.278 -0.605 -0.194 6.06
O -0.067 -2.247 -1.406 -0.01
C 0.000 -3.517 -1.107 0.00
C 0.875 -4.359 -1.826 0.00
C 0.972 -5.703 -1.561 0.00
C 0.182 -6.295 -0.569 0.00
C -0.684 -5.507 0.143 0.00
C -0.783 -4.119 -0.076 0.00
C -1.689 -3.392 0.778 0.00
N -1.751 -2.115 0.899 -0.01
C -2.713 -1.540 1.836 0.00
C -2.088 -0.319 2.528 0.00
N -1.511 0.546 1.507 0.00
C -1.779 1.805 1.513 0.00
C -1.457 2.718 0.453 0.01
C -1.522 4.098 0.723 0.00
C -1.327 5.034 -0.258 0.00
C -1.119 4.603 -1.575 0.00
C -1.077 3.266 -1.877 0.00
C -1.208 2.273 -0.883 0.00
O -1.120 1.015 -1.211 -0.01
H 1.465 -3.904 -2.611 0.00
H 1.659 -6.315 -2.132 0.00
H 0.250 -7.356 -0.373 0.00
H -1.306 -5.950 0.913 0.00
H -2.355 -4.014 1.385 0.00
H -3.030 -2.275 2.583 0.00
H -3.592 -1.201 1.282 0.00
H -1.299 -0.653 3.210 0.00
H -2.851 0.193 3.123 0.00
H -2.323 2.238 2.359 0.00
H -1.711 4.416 1.743 0.00
H -1.351 6.089 -0.022 0.00
H -0.994 5.341 -2.358 0.00
H -0.921 2.922 -2.892 0.00
Cl 2.632 -1.659 -0.377 0.01
C 2.792 -1.830 1.369 0.00
Cl 1.187 -1.568 2.094 0.00
H 3.469 -1.074 1.749 0.00
H 3.118 -2.834 1.607 0.00
N 3.287 5.824 -2.026 0.13
C 2.872 4.815 -1.634 0.05
C 2.379 3.576 -1.159 0.22
C 2.084 3.379 0.217 0.07
C 1.631 2.153 0.621 0.10
N 1.489 1.087 -0.212 0.21
C 1.771 1.288 -1.534 0.10
C 2.188 2.484 -2.044 0.05
H 2.195 4.189 0.923 0.00
H 1.369 1.976 1.660 0.00
H 1.667 0.429 -2.196 0.01
H 2.373 2.592 -3.104 0.00
```

Energy above the lowest of the compared OMol25 structures with the same formula, charge and spin, kcal/mol: 16.9
Strongest force on any atom, eV/A: 2.87
Spin multiplicity: 8
Electronic energy, eV: -78605.14538

---

Here is a molecular structure, C36H28BF5IrN6S at a distorted geometry from the OMol25 dataset. Energies are from ωB97M-V/def2-TZVPD.

XYZ file:
```
78
Properties=species:S:1:pos:R:3:lowdin_spin:R:1
Ir -0.154 -0.435 0.000 -0.01
C 4.264 3.018 -0.007 0.00
C 3.624 1.686 -0.005 0.01
C 4.224 0.440 -0.006 0.06
C 3.176 -0.497 -0.003 0.10
N 2.011 0.192 -0.001 0.12
N 2.282 1.496 -0.002 0.18
B 1.184 2.581 0.000 0.01
N 0.322 2.342 1.256 0.01
N 0.043 1.106 1.644 0.00
C -0.607 1.157 2.824 0.00
C -0.742 2.511 3.185 0.00
C -0.146 3.233 2.169 0.00
C -0.010 4.701 2.046 0.00
C -0.936 -0.039 3.554 0.00
C -0.635 -1.305 3.027 0.00
C -0.829 -2.449 3.765 0.00
C -1.342 -2.358 5.058 0.00
C -1.701 -1.119 5.576 0.00
C -1.504 0.029 4.836 0.00
N 0.316 2.341 -1.252 0.01
N 0.043 1.105 -1.642 0.00
C -0.614 1.155 -2.819 0.00
C -0.760 2.509 -3.175 0.00
C -0.164 3.232 -2.159 0.00
C -0.042 4.700 -2.030 0.00
C -0.936 -0.041 -3.552 0.00
C -1.504 0.028 -4.834 0.00
C -1.692 -1.118 -5.578 0.00
C -1.324 -2.357 -5.066 0.00
C -0.811 -2.449 -3.772 0.00
C -0.626 -1.307 -3.030 0.00
C 3.257 -1.944 -0.004 0.12
C 2.109 -2.753 -0.002 0.08
C 2.200 -4.127 -0.004 0.02
C 3.454 -4.738 -0.007 0.17
C 4.602 -3.958 -0.009 0.01
C 4.511 -2.580 -0.007 0.09
H 5.345 2.913 -0.010 0.00
H 3.968 3.585 0.874 0.00
H 3.963 3.584 -0.887 0.00
H 5.277 0.247 -0.008 0.00
H 1.643 3.659 -0.002 0.00
H -1.213 2.915 4.057 0.00
H -0.331 5.176 2.968 0.00
H -0.629 5.083 1.234 0.00
H 1.021 4.980 1.846 0.00
H -0.220 -1.378 2.013 0.00
H -0.589 -3.418 3.355 0.00
H -1.466 -3.250 5.651 0.00
H -2.134 -1.054 6.563 0.00
H -1.781 0.988 5.241 0.00
H -1.239 2.913 -4.043 0.00
H -0.362 5.175 -2.953 0.00
H 0.986 4.989 -1.823 0.00
H -0.669 5.074 -1.221 0.00
H -1.788 0.987 -5.235 0.00
H -2.125 -1.053 -6.565 0.00
H -1.441 -3.247 -5.662 0.00
H -0.564 -3.418 -3.366 0.00
H -0.211 -1.381 -2.015 0.00
H 1.114 -2.269 0.001 0.00
H 1.311 -4.740 -0.003 0.00
H 3.530 -5.814 -0.009 0.01
H 5.576 -4.424 -0.011 0.00
H 5.412 -1.985 -0.008 0.00
F -6.779 -2.978 -0.012 0.00
C -5.805 -2.091 -0.008 0.00
C -4.476 -2.533 -0.009 0.00
F -4.200 -3.828 -0.016 0.00
C -3.457 -1.599 -0.004 0.00
F -2.153 -2.002 -0.005 0.00
C -3.707 -0.224 0.004 0.00
S -2.441 0.938 0.012 0.01
C -5.048 0.199 0.005 0.00
F -5.299 1.501 0.012 0.00
C -6.090 -0.720 -0.002 0.00
F -7.343 -0.311 -0.001 0.00
```

Energy above the lowest of the compared OMol25 structures with the same formula, charge and spin, kcal/mol: 116.6
Net charge: +2
Strongest force on any atom, eV/A: 8.59
Spin multiplicity: 2
Electronic energy, eV: -74647.56704

---

Here is 2 unconnected molecules or ions with the total composition C9H14N2S2 at a distorted geometry from the OMol25 dataset. Energies are from ωB97M-V/def2-TZVPD.

XYZ file:
```
27
Properties=species:S:1:pos:R:3:lowdin_spin:R:1
C 3.404 0.781 0.716 0.07
C 2.280 1.197 0.073 0.02
C 2.672 -0.850 -0.444 0.08
C -1.396 -2.359 -0.389 0.03
C -0.957 -2.311 1.099 0.02
C -1.221 0.097 0.137 0.52
C -2.497 2.117 0.719 0.03
C -1.285 1.581 -0.098 0.05
C 1.114 0.148 -1.851 0.59
N 3.624 -0.569 0.360 0.05
N 1.869 0.212 -0.778 0.12
S -2.436 -0.928 -0.588 0.14
S -0.441 -0.565 1.524 0.19
H 3.979 1.362 1.440 0.00
H 2.088 2.267 0.175 0.00
H 2.644 -1.647 -1.171 0.00
H -0.662 -2.254 -1.087 0.00
H -1.897 -3.211 -0.556 0.00
H -1.711 -2.506 1.776 0.00
H -0.036 -3.031 1.283 0.00
H -2.497 3.105 1.241 0.00
H -2.547 1.384 1.559 0.00
H -3.584 2.081 0.282 0.00
H -0.292 2.005 0.166 0.00
H -1.499 1.751 -1.175 0.01
H 0.383 0.924 -2.130 0.03
H 0.901 -0.780 -2.284 0.04
```

Energy above the lowest of the compared OMol25 structures with the same formula, charge and spin, kcal/mol: 0.0
Strongest force on any atom, eV/A: 4.34
Spin multiplicity: 3
Electronic energy, eV: -34205.99104

---

Here is a molecular structure, C4H8N4 at a distorted geometry from the OMol25 dataset. Energies are from ωB97M-V/def2-TZVPD.

XYZ file:
```
16
Properties=species:S:1:pos:R:3:lowdin_charge:R:1
C -1.207 -1.001 0.866 -0.18
C -1.379 0.569 -0.968 -0.27
C 0.279 1.250 0.570 -0.34
C 2.876 -0.389 -0.591 -0.06
H -0.125 -1.467 1.148 0.09
H -2.306 -1.536 1.368 0.14
H -1.108 0.127 1.423 0.10
H -2.433 -0.969 -1.069 0.15
H -2.265 0.928 -1.644 0.13
H -0.002 2.236 1.126 0.14
H 3.868 0.165 0.294 0.16
H 3.295 -0.605 -1.742 0.08
N -1.408 -0.875 -0.615 -0.09
N -0.747 1.540 -0.447 0.03
N 1.230 0.454 0.755 -0.04
N 1.432 -0.427 -0.474 -0.04
```

Energy above the lowest of the compared OMol25 structures with the same formula, charge and spin, kcal/mol: 197.4
Strongest force on any atom, eV/A: 8.35
Electronic energy, eV: -10229.68076

---

Here is 3 unconnected molecules or ions with the total composition H6O3 from the OMol25 dataset. Energies are from ωB97M-V/def2-TZVPD.

XYZ file:
```
9
Properties=species:S:1:pos:R:3:lowdin_charge:R:1
O 0.482 0.966 -0.127 -0.04
H 0.615 0.430 0.656 -0.01
H 1.077 1.707 -0.014 0.05
O -0.059 -0.656 2.265 -0.04
H -0.781 -0.998 1.738 0.05
H 0.713 -1.125 1.948 0.04
O -0.810 -0.089 -2.523 -0.07
H -0.686 0.634 -1.908 -0.01
H -0.550 -0.868 -2.033 0.02
```

Energy above the lowest of the compared OMol25 structures with the same formula, charge and spin, kcal/mol: 10.4
Strongest force on any atom, eV/A: 0.60
Electronic energy, eV: -6239.80412

---

Here is a molecular structure, C33H31BeNOP2SbSe4 from the OMol25 dataset. Energies are from ωB97M-V/def2-TZVPD.

XYZ file:
```
74
Properties=species:S:1:pos:R:3:lowdin_charge:R:1
Be 1.289 1.899 0.326 -0.55
C 0.208 -1.208 3.493 -0.16
N -0.104 -0.811 2.095 -0.50
P -1.534 0.209 2.092 1.02
C -2.795 -1.070 2.544 -0.36
C -2.579 -2.444 2.565 -0.11
C -3.618 -3.323 2.850 -0.09
C -4.892 -2.836 3.114 -0.10
C -5.118 -1.465 3.100 -0.09
C -4.075 -0.592 2.825 -0.11
C -1.889 0.275 0.285 -0.37
C -2.011 -0.851 -0.533 -0.08
C -2.486 -0.734 -1.829 -0.09
C -2.861 0.514 -2.322 -0.10
C -2.741 1.639 -1.520 -0.08
C -2.256 1.519 -0.220 -0.11
P 1.189 -0.225 1.113 1.00
C 1.352 -1.526 -0.164 -0.34
C 2.264 -1.308 -1.200 -0.09
C 2.419 -2.254 -2.204 -0.08
C 1.661 -3.421 -2.190 -0.10
C 0.753 -3.641 -1.164 -0.09
C 0.602 -2.697 -0.153 -0.11
C 2.709 -0.422 2.097 -0.37
C 3.071 0.647 2.920 -0.15
C 4.235 0.591 3.668 -0.07
C 5.051 -0.531 3.597 -0.08
C 4.702 -1.594 2.774 -0.09
C 3.534 -1.540 2.022 -0.09
H -0.700 -1.565 3.976 0.06
H 0.606 -0.380 4.084 0.08
H 0.935 -2.018 3.499 0.08
H -1.587 -2.831 2.354 0.08
H -3.433 -4.390 2.861 0.10
H -5.701 -3.521 3.338 0.10
H -6.108 -1.076 3.308 0.10
H -4.254 0.479 2.822 0.10
H -1.743 -1.830 -0.146 0.09
H -2.574 -1.615 -2.454 0.11
H -3.242 0.605 -3.331 0.11
H -3.022 2.614 -1.902 0.11
H -2.151 2.395 0.409 0.08
H 2.848 -0.391 -1.220 0.07
H 3.129 -2.075 -3.003 0.10
H 1.779 -4.157 -2.977 0.10
H 0.163 -4.550 -1.146 0.10
H -0.102 -2.862 0.656 0.08
H 2.457 1.543 2.949 0.02
H 4.513 1.441 4.277 0.09
H 5.970 -0.569 4.169 0.10
H 5.347 -2.462 2.704 0.10
H 3.275 -2.367 1.372 0.10
Se 3.392 2.290 -0.156 0.16
Sb 2.729 4.339 1.212 -0.21
Se 0.535 3.204 1.905 0.13
Se 2.270 6.226 -0.241 -0.19
Se 4.206 4.587 3.090 -0.22
C -0.152 4.001 -1.716 -0.04
C 0.066 2.562 -2.005 -0.33
O 0.507 1.811 -1.142 -0.09
C -0.200 1.978 -3.345 -0.14
C -0.295 2.796 -4.466 -0.01
C -0.563 2.241 -5.708 -0.08
C -0.744 0.868 -5.830 -0.08
C -0.635 0.047 -4.712 -0.07
C -0.356 0.601 -3.472 -0.04
H -0.431 4.118 -0.670 0.04
H -0.879 4.462 -2.382 0.09
H 0.819 4.525 -1.792 0.02
H -0.131 3.862 -4.374 0.12
H -0.621 2.877 -6.583 0.10
H -0.970 0.438 -6.799 0.10
H -0.758 -1.026 -4.805 0.11
H -0.270 -0.025 -2.589 0.11
```

Energy above the lowest of the compared OMol25 structures with the same formula, charge and spin, kcal/mol: 0.0
Net charge: -1
Strongest force on any atom, eV/A: 0.65
Electronic energy, eV: -325171.02644

---

Here is 3 unconnected molecules or ions with the total composition C3H12N2O3 at a distorted geometry from the OMol25 dataset. Energies are from ωB97M-V/def2-TZVPD.

XYZ file:
```
20
Properties=species:S:1:pos:R:3:lowdin_charge:R:1
N 0.849 -1.864 0.596 -0.01
C 0.360 -0.742 -0.158 -0.29
C 0.626 -0.934 -1.678 -0.12
C 0.405 0.361 -2.496 -0.56
N -0.772 0.959 -2.213 0.16
O 1.134 0.785 -3.366 0.05
H 1.480 -2.511 0.129 0.07
H 0.161 -2.477 1.009 0.06
H -0.721 -0.605 -0.107 0.10
H 0.900 0.180 0.091 0.12
H 0.166 -1.806 -2.157 0.12
H 1.662 -1.292 -1.761 0.11
H -0.862 1.869 -2.661 0.12
H -1.504 0.544 -1.669 0.10
O 0.774 -0.322 4.577 -0.07
H 0.851 -0.988 3.886 0.02
H 0.624 -0.845 5.377 0.04
O -2.715 1.730 2.485 -0.07
H -2.955 1.967 3.403 0.05
H -1.768 1.640 2.624 0.02
```

Energy above the lowest of the compared OMol25 structures with the same formula, charge and spin, kcal/mol: 24.5
Strongest force on any atom, eV/A: 2.17
Electronic energy, eV: -12428.28816